The following is a DFT calculation (ωB97M-V/def2-TZVPD) of an isolated molecule of C25H28N2O3.

```
58
C25H28N2O3 (ωB97M-V/def2-TZVPD)
C -6.387 -0.535 0.796
C -4.995 -0.327 0.268
C -4.418 0.928 0.392
C -3.090 1.157 0.066
C -2.468 2.521 0.142
C -2.371 0.059 -0.434
N -0.990 0.334 -0.722
C 0.137 -0.012 -0.042
N 1.231 0.509 -0.728
C 2.577 0.138 -0.459
C 2.930 -1.223 -0.341
C 1.952 -2.332 -0.683
C 4.262 -1.536 -0.029
C 5.253 -0.545 0.140
C 6.633 -0.884 0.614
C 4.871 0.784 -0.029
C 3.547 1.150 -0.294
C 3.162 2.607 -0.481
C 0.841 1.150 -1.961
C -0.676 1.126 -1.935
C -2.945 -1.177 -0.764
C -2.189 -2.183 -1.594
C -4.269 -1.382 -0.329
H -6.663 -1.585 0.621
H -6.425 -0.304 1.886
H -7.115 0.124 0.273
H -4.995 1.802 0.682
H -1.474 2.632 -0.300
H -3.098 3.254 -0.358
H -2.396 2.880 1.160
H 2.409 -3.301 -0.472
H 1.018 -2.317 -0.113
H 1.622 -2.377 -1.732
H 4.557 -2.580 0.017
H 7.155 0.061 0.816
H 6.597 -1.488 1.528
H 7.194 -1.454 -0.131
H 5.641 1.586 0.012
H 3.844 3.182 0.167
H 3.258 3.009 -1.515
H 2.144 2.832 -0.128
H 1.217 2.182 -2.082
H 1.214 0.620 -2.836
H -1.165 0.613 -2.775
H -1.102 2.160 -1.941
H -2.878 -2.998 -1.820
H -1.755 -1.807 -2.522
H -1.334 -2.650 -1.101
H -4.729 -2.340 -0.496
C -0.086 0.671 2.584
C 0.045 -0.210 1.430
C -0.941 -1.318 1.813
O -1.028 -2.430 1.320
O -1.730 -0.968 2.880
C -1.284 0.319 3.370
O -1.988 0.856 4.201
H 0.555 1.571 2.760
H 1.114 -0.551 1.208
```

## Properties
Electronic energy ... -1304.5854 Eh
Orbital gap ... 5.90 eV
Energy above the lowest of the compared OMol25 structures with the same formula, charge and spin ... 357.38 kJ/mol
E_HOMO ... -0.2327 Eh

Atomic partial charges in e from the Löwdin method, atoms 1 to 5: -0.0514 -0.2516 -0.0003 -0.1670 -0.0227